[1]
Density functional theory data (the ωB97M-V functional and the def2-TZVPD basis) for a molecular structure, C6H15O2 in a non-equilibrium geometry.

XYZ file:
```
23
Properties=species:S:1:pos:R:3:lowdin_spin:R:1
C 0.44 1.92 -1.21 0.01
C 0.10 1.16 0.11 0.01
C 2.58 0.65 -1.73 0.00
H 2.62 -0.34 -1.29 0.00
H 0.46 0.26 -2.38 0.00
O -1.87 -1.64 1.26 0.73
H -0.50 2.25 -1.66 0.00
H -0.57 1.86 0.60 0.00
H -0.03 -1.04 0.11 0.00
H 3.30 0.94 -2.48 0.00
O -0.20 -2.31 2.74 0.06
H 1.27 1.41 -3.27 0.00
H -0.87 -1.78 2.04 0.00
H 0.65 -1.85 2.82 0.00
C -0.64 -0.17 -0.17 0.09
H 2.84 1.29 -0.87 0.00
H 0.97 0.88 0.68 0.00
H -0.91 -0.48 -1.17 0.00
H -2.76 -0.21 0.25 0.01
C -1.87 -0.32 0.85 0.08
C 1.19 1.06 -2.24 0.00
H -1.61 0.27 1.73 0.01
H 1.02 2.76 -0.80 0.00
```

Net charge = 0
Relative energy (zero: lowest compared OMol25 entry of this formula, charge and spin) = 166.8 kJ/mol
E_tot = -387.9396 Ha
Multiplicity = 2
<S²> = 0.75
Orbital gap (spin up / spin down) = 10.80 / 7.32 eV
HOMO level (spin up / spin down) = -9.99 / -9.83 eV

[2]
Density functional theory data (the ωB97M-V functional and the def2-TZVPD basis) for 2 unconnected molecules or ions with the total composition C6H15O3 in a non-equilibrium geometry.

XYZ file:
```
24
Properties=species:S:1:pos:R:3:lowdin_spin:R:1
O -2.92 0.75 -2.42 0.96
H 2.40 2.74 -0.99 0.00
H -0.02 2.42 -0.58 0.00
H 0.92 -1.69 0.95 0.00
C -0.20 0.01 0.30 0.00
C 0.70 2.20 0.21 0.00
H -1.54 -4.49 0.41 0.00
H 2.61 4.87 -0.13 0.00
H -1.52 -2.16 1.35 0.00
H 2.74 2.64 0.75 0.00
H -1.81 -2.11 -0.37 0.00
C 2.00 2.97 0.01 0.00
O 1.80 4.37 0.13 0.00
H -3.72 1.15 -2.20 0.03
H -0.88 0.30 -0.50 0.00
O 0.97 0.80 0.20 0.00
C -1.05 -2.37 0.38 0.00
H 0.24 2.46 1.17 0.00
H -0.23 -4.06 -0.69 0.00
H -0.69 0.24 1.25 0.00
H 0.06 -4.10 1.04 0.00
H 0.64 -1.65 -0.76 0.00
C -0.68 -3.84 0.28 0.00
C 0.16 -1.46 0.20 0.00
```

Net charge = 0
Relative energy (zero: lowest compared OMol25 entry of this formula, charge and spin) = 9.3 kJ/mol
E_tot = -463.2029 Ha
Multiplicity = 2
<S²> = 0.75
Orbital gap (spin up / spin down) = 10.61 / 7.47 eV
HOMO level (spin up / spin down) = -9.74 / -9.74 eV

[3]
Density functional theory data (the ωB97M-V functional and the def2-TZVPD basis) for a molecular structure, C6H15O4PSi in a non-equilibrium geometry.

XYZ file:
```
27
Properties=species:S:1:pos:R:3:nbo_charge:R:1
C -0.58 -1.71 -1.13 -0.63
H 0.87 -2.29 1.05 0.16
H -0.08 -2.69 -1.14 0.15
C 0.18 -0.70 -0.28 -0.48
H -1.58 -1.81 -0.73 0.29
H 1.46 -0.04 -1.89 0.20
C -1.08 1.59 1.60 -1.16
Si -0.93 0.91 -0.19 2.01
P -3.61 -0.18 -0.03 2.52
C 0.09 2.28 -1.10 -1.14
O -4.39 0.94 0.59 -1.23
C 1.56 -0.47 -0.90 -0.60
H 0.09 2.16 -2.18 0.21
H -2.04 1.23 1.93 0.29
H -0.66 -1.36 -2.16 0.19
O -4.26 -0.96 -1.13 -1.23
C 0.37 -1.31 1.11 -0.62
O -2.28 0.80 -0.98 -1.26
H 0.96 -0.66 1.76 0.17
H -0.32 3.27 -0.89 0.21
H -1.10 2.68 1.60 0.20
H -0.32 1.26 2.30 0.20
O -2.72 -0.97 0.90 -1.26
H 2.16 0.22 -0.29 0.18
H 1.13 2.28 -0.76 0.19
H 2.12 -1.41 -0.99 0.17
H -0.62 -1.44 1.55 0.27
```

Net charge = -2
E_tot = -1169.6064 Ha
Orbital gap = 5.90 eV
HOMO level = -0.22 eV

[4]
Density functional theory data (the ωB97M-V functional and the def2-TZVPD basis) for 4 unconnected molecules or ions with the total composition C6H15O5 in a non-equilibrium geometry.

XYZ file:
```
26
Properties=species:S:1:pos:R:3:lowdin_spin:R:1
H 2.92 -0.53 0.36 0.00
O 2.42 -1.64 2.42 0.00
H 3.39 1.32 0.53 0.00
H 1.15 2.90 1.38 0.00
C 0.29 -0.35 -1.57 0.05
H -4.42 -1.26 0.85 0.00
H 1.52 2.90 -0.39 0.00
H 1.30 -0.14 -1.90 0.00
C -0.84 0.38 -2.27 0.06
C 1.00 2.38 0.42 0.00
H -2.02 -2.21 -0.78 0.00
O -0.50 0.67 -3.48 0.81
H -0.01 -1.39 -1.63 0.00
H 2.46 -2.05 1.55 0.00
H -0.72 0.41 0.13 0.00
C 2.68 0.52 0.44 0.01
H 1.87 -0.86 2.28 0.00
O -1.92 0.69 -1.78 0.03
O -4.27 -1.03 1.77 0.00
H -3.31 -0.92 1.76 0.00
O -2.62 -1.61 -0.34 0.00
H 0.47 -0.95 0.49 0.00
C 1.42 0.93 0.29 0.00
H -2.51 -0.76 -0.81 0.00
C 0.27 0.00 0.01 0.02
H -0.06 2.59 0.27 0.00
```

Net charge = 0
Relative energy (zero: lowest compared OMol25 entry of this formula, charge and spin) = 0.0 kJ/mol
E_tot = -613.7031 Ha
Multiplicity = 2
<S²> = 0.75
Orbital gap (spin up / spin down) = 10.24 / 6.33 eV
HOMO level (spin up / spin down) = -10.11 / -10.10 eV

[5]
Density functional theory data (the ωB97M-V functional and the def2-TZVPD basis) for 2 unconnected molecules or ions with the total composition C6H16 in a non-equilibrium geometry.

XYZ file:
```
22
Properties=species:S:1:pos:R:3:lowdin_spin:R:1
C 1.05 1.40 -0.85 0.09
H -2.04 -0.19 -0.19 0.01
H -0.20 -1.82 0.04 0.01
H -3.06 0.45 1.21 0.03
H 3.06 0.63 -0.37 0.04
H 0.54 2.38 -0.90 0.02
C -1.29 -0.85 1.64 0.15
H -1.62 -0.97 2.66 0.04
C 0.48 0.34 -1.85 0.05
H -0.46 -0.04 1.80 0.05
C 2.55 1.50 -0.78 0.14
H 3.00 1.68 -1.76 0.01
C -0.46 -2.01 1.08 0.11
H 0.44 -0.60 -1.35 0.01
H -0.49 0.70 -2.16 0.01
H -0.95 -2.95 1.29 0.02
H 2.80 2.21 0.01 0.04
H 1.17 0.31 -2.66 0.01
H 0.58 -1.95 1.51 0.06
H 0.58 1.14 0.11 0.02
H -3.29 -1.02 0.73 0.01
C -2.41 -0.33 0.79 0.08
```

Net charge = -1
Relative energy (zero: lowest compared OMol25 entry of this formula, charge and spin) = 92.3 kJ/mol
E_tot = -238.0986 Ha
Multiplicity = 2
<S²> = 0.75
Orbital gap (spin up / spin down) = 2.63 / 11.09 eV
HOMO level (spin up / spin down) = 1.50 / -6.99 eV

[6]
Density functional theory data (the ωB97M-V functional and the def2-TZVPD basis) for 2 unconnected molecules or ions with the total composition C6H16.

XYZ file:
```
22
Properties=species:S:1:pos:R:3:nbo_charge:R:1
C -1.16 0.47 -2.84 -0.60
H 0.48 -1.34 -3.63 0.20
H 1.83 0.85 3.08 0.20
H -2.07 0.71 -2.31 0.21
H 1.02 -2.05 -2.11 0.21
H 1.50 1.70 1.56 0.21
H -1.39 -0.24 -3.63 0.20
H 0.73 -0.75 1.52 0.20
H -0.74 1.36 -3.31 0.20
H 0.46 0.61 -1.40 0.20
C 0.87 -1.11 -2.64 -0.61
C 0.14 0.06 1.95 -0.39
C 1.04 1.21 2.42 -0.60
H 1.85 -0.64 -2.76 0.21
H -0.21 -1.08 3.77 0.20
C -0.11 -0.18 -1.90 -0.40
H -1.25 0.34 3.60 0.20
H 0.44 1.95 2.94 0.20
H -0.63 -0.71 -1.10 0.20
H -1.55 -1.12 2.62 0.21
C -0.77 -0.48 3.05 -0.60
H -0.48 0.44 1.13 0.19
```

Net charge = 0
Relative energy (zero: lowest compared OMol25 entry of this formula, charge and spin) = 28.0 kJ/mol
E_tot = -238.1859 Ha
Orbital gap = 12.44 eV
SMILES = CCC.CCC
HOMO level = -11.37 eV

[7]
Density functional theory data (the ωB97M-V functional and the def2-TZVPD basis) for 2 unconnected molecules or ions with the total composition C6H16 in a non-equilibrium geometry.

XYZ file:
```
22
Properties=species:S:1:pos:R:3:nbo_charge:R:1
H 0.68 -1.98 -2.68 0.21
C 0.14 -1.73 -1.78 -0.61
H 0.09 -0.98 2.93 0.20
H -0.46 -1.15 1.17 0.22
H 2.42 1.33 2.34 0.20
C -1.15 -0.80 -1.98 -0.40
H 0.33 0.53 -2.76 0.20
C -0.32 -0.48 2.03 -0.61
H -1.34 1.33 -2.70 0.21
H -1.77 -0.74 -1.09 0.20
H 1.43 2.72 2.26 0.22
H -0.49 1.11 -1.31 0.20
H -1.71 -1.20 -2.83 0.20
C 0.47 0.75 1.49 -0.41
C -0.65 0.60 -2.27 -0.62
H 0.90 -1.22 -1.17 0.20
H -1.32 -0.15 2.34 0.20
H -0.41 1.23 1.06 0.20
H 1.07 0.46 0.61 0.19
H 0.91 1.40 3.35 0.20
H -0.16 -2.66 -1.35 0.21
C 1.33 1.64 2.36 -0.62
```

Net charge = 0
Relative energy (zero: lowest compared OMol25 entry of this formula, charge and spin) = 112.2 kJ/mol
E_tot = -238.1538 Ha
Orbital gap = 12.00 eV
SMILES = CCC.CCC
HOMO level = -10.89 eV

[8]
Density functional theory data (the ωB97M-V functional and the def2-TZVPD basis) for 2 unconnected molecules or ions with the total composition C6H16 in a non-equilibrium geometry.

XYZ file:
```
22
Properties=species:S:1:pos:R:3:nbo_charge:R:1
H 1.02 -2.11 0.08 0.21
C 0.97 -1.32 -2.00 -0.39
C -1.80 1.76 1.03 -0.63
H 2.04 -2.97 -1.18 0.21
H -2.10 2.25 2.00 0.21
H 0.01 0.84 0.31 0.20
H -2.51 0.92 0.81 0.21
C -0.56 -0.95 -1.79 -0.62
H -0.19 0.07 2.86 0.20
H 0.98 -2.04 -2.90 0.19
H 1.52 -0.41 -2.32 0.20
H -2.06 2.17 0.06 0.22
H 1.33 0.89 2.36 0.20
C 1.58 -2.02 -0.81 -0.63
H -0.56 0.15 -1.69 0.20
H 0.14 2.39 0.99 0.19
H 0.02 1.85 3.05 0.19
C -0.29 1.50 1.04 -0.39
H -1.22 -1.14 -2.73 0.21
C 0.25 1.01 2.40 -0.60
H -0.95 -1.49 -0.91 0.21
H 2.39 -1.37 -0.67 0.21
```

Net charge = 0
Relative energy (zero: lowest compared OMol25 entry of this formula, charge and spin) = 184.1 kJ/mol
E_tot = -238.1264 Ha
Orbital gap = 11.94 eV
SMILES = CCC.CCC
HOMO level = -10.85 eV

The lowest E_tot belongs to which entry? C6H15O4PSi

Which formula does entry 4 have? C6H15O5

Copy entry 8 word for word.
Density functional theory data (the ωB97M-V functional and the def2-TZVPD basis) for 2 unconnected molecules or ions with the total composition C6H16 in a non-equilibrium geometry.

XYZ file:
```
22
Properties=species:S:1:pos:R:3:nbo_charge:R:1
H 1.02 -2.11 0.08 0.21
C 0.97 -1.32 -2.00 -0.39
C -1.80 1.76 1.03 -0.63
H 2.04 -2.97 -1.18 0.21
H -2.10 2.25 2.00 0.21
H 0.01 0.84 0.31 0.20
H -2.51 0.92 0.81 0.21
C -0.56 -0.95 -1.79 -0.62
H -0.19 0.07 2.86 0.20
H 0.98 -2.04 -2.90 0.19
H 1.52 -0.41 -2.32 0.20
H -2.06 2.17 0.06 0.22
H 1.33 0.89 2.36 0.20
C 1.58 -2.02 -0.81 -0.63
H -0.56 0.15 -1.69 0.20
H 0.14 2.39 0.99 0.19
H 0.02 1.85 3.05 0.19
C -0.29 1.50 1.04 -0.39
H -1.22 -1.14 -2.73 0.21
C 0.25 1.01 2.40 -0.60
H -0.95 -1.49 -0.91 0.21
H 2.39 -1.37 -0.67 0.21
```

Net charge = 0
Relative energy (zero: lowest compared OMol25 entry of this formula, charge and spin) = 184.1 kJ/mol
E_tot = -238.1264 Ha
Orbital gap = 11.94 eV
SMILES = CCC.CCC
HOMO level = -10.85 eV

E_tot of number 3 (C6H15O4PSi)? -1169.6064 Ha